1.
{
  "formula": "C3H10OS",
  "method": "wB97M-V/def2-TZVPD",
  "s_squared": 0.75,
  "e_homo_ev": [-2.32, -3.13],
  "multiplicity": 2,
  "lumo_ha": [0.1521, 0.1512],
  "total_charge": -1,
  "de_lowest_kcal_mol": 42.3,
  "gap_ev": [6.5, 7.2],
  "elements": ["H", "H", "H", "O", "H", "S", "C", "C", "C", "H", "H", "H", "H", "H", "H"],
  "coordinates": [[-2.199, 0.550, -0.263], [0.479, -0.487, -1.543], [-1.465, -2.157, -0.650], [1.694, 1.967, -0.175], [-1.162, -0.037, -2.421], [1.124, -0.173, 1.988], [-1.083, -1.344, 0.002], [-1.156, 0.217, -0.213], [-0.571, -0.236, -1.447], [-0.047, -1.425, 0.333], [2.619, 2.204, -0.335], [-0.576, 0.999, 0.310], [1.701, 1.365, 0.626], [2.114, -0.015, 2.777], [-1.471, -1.429, 1.010]],
  "mulliken_spin": [0.00, 0.00, 0.03, 0.01, -0.03, 0.00, 0.03, 0.09, 0.81, 0.01, 0.00, 0.00, 0.00, 0.00, 0.05]
}

=====

2.
{
  "formula": "C7H9N",
  "method": "wB97M-V/def2-TZVPD",
  "e_homo_ev": -8.07,
  "lumo_ha": 0.0356,
  "de_lowest_kcal_mol": 50.4,
  "gap_ev": 9.0,
  "elements": ["C", "H", "C", "C", "N", "C", "C", "H", "H", "H", "H", "H", "C", "H", "H", "H", "C"],
  "coordinates": [[0.591, -1.367, -1.094], [-0.026, 2.127, 1.205], [-0.311, -0.539, -0.464], [-1.668, -0.142, -0.754], [1.778, -1.558, -0.445], [0.520, -0.022, 0.656], [-2.002, 1.133, -1.019], [2.649, -2.070, -0.906], [-2.424, -0.948, -0.558], [-2.997, 1.394, -1.071], [-1.202, 1.780, -1.187], [-0.713, 0.614, 2.164], [1.761, -0.586, 0.563], [0.308, -1.890, -1.998], [1.001, 1.314, 2.154], [2.632, -0.273, 1.108], [0.105, 1.032, 1.647]],
  "mulliken_charge": [-0.62, 0.23, 0.36, -0.37, -0.13, 0.73, -0.81, 0.30, 0.25, 0.32, 0.33, 0.31, -0.87, 0.39, 0.38, 0.38, -1.18]
}

=====

3.
{
  "formula": "C24H30CaCl2N3OP",
  "method": "wB97M-V/def2-TZVPD",
  "e_homo_ev": -14.11,
  "lumo_ha": -0.2158,
  "total_charge": 2,
  "gap_ev": 8.2,
  "elements": ["H", "C", "C", "H", "C", "H", "O", "C", "C", "C", "C", "N", "H", "C", "C", "C", "P", "H", "C", "H", "C", "H", "Cl", "C", "H", "C", "H", "H", "H", "H", "C", "C", "N", "Cl", "H", "H", "H", "N", "C", "H", "H", "H", "H", "C", "C", "C", "H", "C", "H", "H", "H", "H", "H", "H", "H", "H", "C", "C", "C", "H", "Ca", "H"],
  "coordinates": [[0.875, -3.396, -2.250], [3.341, 2.666, 1.766], [2.688, 3.135, 2.899], [2.361, 0.681, -5.065], [-0.669, -3.796, 2.792], [-4.997, 3.117, -1.094], [1.282, -2.726, -2.811], [1.305, 3.083, 2.970], [-2.997, 3.669, -0.556], [2.068, 1.374, -4.289], [1.218, 2.102, 0.766], [-0.237, -3.593, 1.366], [-1.376, -1.949, 4.844], [-1.965, -3.063, 3.108], [-3.644, 1.463, -1.262], [2.612, 2.146, 0.710], [0.346, 1.245, -0.580], [-2.594, -3.710, 3.719], [2.254, 2.734, -4.485], [-0.780, -4.868, 2.960], [-0.884, -0.721, 3.191], [0.173, -7.308, -2.697], [1.756, -5.940, -3.778], [1.446, -0.595, -3.099], [3.257, 3.546, 3.721], [-2.331, 1.046, -1.105], [-0.510, 2.567, 1.979], [0.145, -1.091, 3.124], [-2.532, -2.919, 2.179], [1.878, -1.040, -3.992], [0.571, 2.568, 1.910], [-3.977, 2.780, -0.976], [-1.342, -0.363, 1.821], [0.216, -5.407, -1.302], [0.790, 3.459, 3.844], [2.682, 3.090, -5.411], [4.419, 2.712, 1.705], [1.003, -1.460, -2.258], [-1.337, 1.924, -0.667], [1.722, -7.167, -1.769], [-4.398, 0.774, -1.617], [0.151, -3.457, 3.429], [-0.932, 3.961, -0.095], [-1.787, -1.743, 3.853], [-1.685, 3.249, -0.407], [1.348, 3.147, -2.305], [-0.840, 0.180, 3.808], [0.997, -6.668, -2.402], [-2.767, -1.293, 4.030], [-1.075, 0.609, 1.665], [-2.360, -0.325, 1.798], [-2.083, 0.022, -1.393], [-0.890, -4.157, 0.819], [3.140, 1.797, -0.171], [2.047, 4.685, -3.622], [0.633, -4.115, 1.250], [1.144, 1.788, -2.101], [1.898, 3.623, -3.487], [1.514, 0.876, -3.102], [1.081, 3.851, -1.528], [-0.117, -1.501, 0.005], [-3.256, 4.699, -0.352]],
  "mulliken_charge": [0.21, -0.69, -0.59, 0.41, -0.93, 0.43, -0.25, -0.96, -0.71, -1.06, 0.97, -0.65, 0.40, -0.48, -0.74, -0.73, -0.01, 0.38, -0.83, 0.41, -0.48, 0.32, -0.09, -0.32, 0.42, -0.26, 0.51, 0.27, 0.32, 0.40, -0.39, -0.59, -0.27, -0.24, 0.46, 0.44, 0.44, -0.33, 1.01, 0.30, 0.46, 0.51, 0.35, -1.15, -0.21, -0.29, 0.42, -0.34, 0.40, 0.05, 0.24, 0.27, 0.29, 0.39, 0.46, 0.28, 0.80, -0.75, 0.76, 0.32, 1.76, 0.45]
}

=====

4.
{
  "formula": "C6H10N2",
  "method": "wB97M-V/def2-TZVPD",
  "e_homo_ev": -8.19,
  "lumo_ha": 0.0360,
  "de_lowest_kcal_mol": 55.4,
  "gap_ev": 9.2,
  "elements": ["N", "C", "C", "H", "H", "H", "H", "H", "C", "H", "C", "H", "C", "H", "H", "H", "N", "C"],
  "coordinates": [[1.963, 0.808, -0.343], [0.785, 0.114, -0.386], [-0.474, 0.472, -0.210], [-1.797, -0.657, 1.035], [1.626, -1.672, -1.506], [0.039, -2.310, 1.050], [-2.611, 0.402, -0.124], [-1.130, 2.052, 1.809], [0.975, -1.454, -0.659], [-1.857, -1.092, -0.686], [0.617, -2.460, 0.145], [1.964, 1.812, -0.200], [-1.751, -0.260, 0.017], [0.965, -3.473, -0.043], [-0.416, 2.660, -0.934], [2.748, 0.280, 0.029], [-1.039, 2.701, 1.019], [-0.604, 2.079, -0.014]],
  "mulliken_charge": [-0.48, 0.78, 0.26, 0.30, 0.31, 0.23, 0.40, 0.27, -0.49, 0.40, -0.63, 0.21, -1.46, 0.28, 0.43, 0.22, -0.61, -0.42]
}

=====

5.
{
  "formula": "C40H78N2O16S8",
  "method": "wB97M-V/def2-TZVPD",
  "e_homo_ev": -9.81,
  "lumo_ha": 0.0008,
  "de_lowest_kcal_mol": 0.0,
  "gap_ev": 9.8,
  "elements": ["H", "H", "C", "H", "H", "O", "H", "H", "H", "H", "C", "O", "H", "H", "O", "H", "C", "C", "C", "H", "H", "O", "C", "O", "H", "S", "C", "H", "C", "H", "C", "H", "O", "H", "C", "H", "H", "N", "C", "H", "H", "H", "H", "C", "H", "O", "O", "H", "O", "C", "C", "O", "H", "H", "C", "S", "O", "H", "C", "C", "C", "C", "H", "C", "H", "H", "H", "H", "S", "H", "H", "H", "S", "H", "H", "C", "H", "H", "O", "O", "O", "H", "C", "H", "S", "H", "H", "H", "C", "H", "C", "H", "N", "C", "C", "H", "H", "H", "S", "H", "H", "C", "O", "H", "S", "H", "H", "C", "H", "C", "C", "O", "H", "C", "H", "H", "H", "C", "H", "H", "C", "C", "H", "H", "H", "H", "H", "C", "H", "H", "C", "S", "C", "H", "H", "C", "C", "H", "H", "H", "H", "C", "H", "H"],
  "coordinates": [[-2.893, 1.907, 1.401], [5.147, -4.161, -0.894], [-0.008, -0.657, 1.698], [5.775, -0.447, -1.863], [4.206, 1.268, 1.013], [5.921, 0.627, -5.141], [3.364, 2.307, -1.812], [1.700, -2.452, -1.691], [-6.947, -1.992, -1.135], [-4.147, 3.275, 5.243], [0.404, 0.969, -0.805], [-1.530, 4.981, 4.115], [5.600, 1.692, 3.082], [1.954, -2.483, -4.147], [4.261, 4.387, -0.113], [2.919, 0.658, -3.895], [4.749, 2.324, 2.835], [-2.535, -5.963, -2.978], [-0.443, 0.040, -4.471], [5.922, 3.285, 1.363], [-0.074, -0.348, 6.951], [3.311, 5.434, 1.937], [-2.859, 2.634, 2.212], [-3.523, -0.605, 1.171], [-5.488, -2.876, -1.594], [3.292, -4.804, 0.398], [-5.911, -1.607, 1.498], [-3.667, 1.902, -4.534], [-1.462, -6.886, -2.415], [-1.573, 1.532, 3.524], [-3.145, 4.031, -4.222], [-4.988, 2.656, 2.768], [4.777, -1.292, -4.007], [-0.612, 1.765, 7.852], [2.638, -2.772, -1.233], [-5.039, 2.937, -4.358], [0.091, 0.719, -5.143], [0.405, -0.316, 2.715], [-4.007, 2.473, 3.202], [1.302, -3.558, 0.440], [-4.055, 1.461, 3.604], [-2.197, -5.464, -3.892], [-2.920, 3.617, 1.731], [0.445, 1.513, 7.921], [2.145, 2.736, 0.642], [4.195, -4.701, 1.507], [-1.245, -4.534, 0.200], [1.448, 0.317, 4.867], [-3.102, 1.431, -1.917], [-0.494, -1.097, 0.397], [1.341, -1.796, -4.735], [-1.544, 3.019, 5.662], [4.223, 2.546, 3.765], [5.781, 4.339, 2.749], [0.764, 0.355, 6.972], [-4.883, -0.326, 0.755], [-0.711, -3.353, -1.926], [1.125, -0.421, -3.097], [-0.825, 0.078, -0.517], [1.306, 2.728, 7.535], [3.840, 1.175, -3.635], [0.952, 0.950, 5.598], [-1.855, -7.469, -1.578], [-3.747, 3.546, 4.272], [0.236, -1.766, -0.054], [-1.269, -0.266, -1.445], [-1.397, -1.687, 0.564], [-3.406, -4.072, -2.134], [5.225, 0.076, -4.009], [-4.768, -3.213, 0.648], [5.706, 1.785, -0.843], [0.002, 1.310, 5.210], [-4.032, 2.487, -2.246], [-2.627, 4.069, -5.179], [-0.122, -1.650, -3.207], [-5.114, -0.850, -0.950], [5.839, 2.512, -2.443], [-1.838, 5.231, -2.918], [1.591, 3.447, 4.985], [2.387, -5.924, 0.300], [-5.400, 2.393, -1.818], [-3.785, 4.921, -4.271], [3.714, 1.706, 1.892], [-4.134, -0.870, -1.419], [3.858, 4.290, 1.268], [-4.104, 4.766, -1.900], [-3.298, -5.441, -1.011], [3.229, -1.860, -1.132], [3.343, -3.860, -2.067], [-1.241, -0.418, -5.059], [3.975, 1.471, -2.153], [0.633, 1.211, 8.951], [-0.096, -3.334, -6.285], [2.811, 2.861, 1.490], [-1.614, 2.524, 3.067], [2.556, -4.446, -2.552], [-5.711, -0.081, -1.437], [-4.053, 4.518, 3.892], [-1.211, -4.527, -1.235], [-1.512, 0.698, 0.054], [2.181, 3.080, 2.361], [0.534, -2.641, -5.621], [3.313, 1.928, 5.991], [1.360, 0.438, -0.738], [1.947, 2.407, 5.897], [-6.555, -3.494, 0.687], [7.193, 0.322, -2.537], [-2.841, -4.966, -1.884], [-1.486, 3.510, -2.891], [-5.904, -2.164, -0.879], [5.461, 1.644, -1.893], [-5.425, 0.973, 1.002], [0.467, 1.712, -0.008], [0.479, -0.959, -3.795], [0.339, -6.304, -1.142], [2.009, -1.187, -5.347], [4.474, -5.675, -1.434], [-4.017, 2.795, -4.015], [-0.641, 2.703, 2.615], [-0.944, 0.638, -3.703], [-0.357, -5.966, -1.912], [4.207, -4.661, -1.135], [0.673, 3.612, 7.469], [4.015, 2.084, -4.207], [-3.416, -6.516, -3.310], [-5.512, -1.744, 2.499], [-1.052, -7.595, -3.133], [2.325, -3.298, 0.178], [3.614, 0.626, -1.552], [0.251, -5.558, -2.722], [-3.277, 4.058, -1.817], [-1.950, 3.648, 4.425], [6.113, 0.399, -2.475], [3.166, 0.896, 2.371], [-2.901, 3.981, -0.801], [5.243, 3.600, 2.162], [-2.294, 4.242, -2.963], [3.860, -3.361, -2.888], [0.327, 1.464, -1.772], [2.123, 2.925, 8.225], [-6.916, -1.186, 1.490], [-5.757, -2.771, 0.530], [2.725, -2.628, 0.940], [1.597, -0.250, 7.333]],
  "mulliken_charge": [-1.03, 0.37, -0.27, 0.26, -0.09, -0.72, 0.53, -1.16, 0.33, 0.50, -0.98, -0.73, 0.44, -0.29, -0.64, -0.34, -0.36, -0.64, -1.41, 0.30, 0.37, -0.70, 1.10, -0.63, 0.35, 1.18, -1.16, 0.36, -0.74, 0.30, -0.68, 0.49, -0.55, 0.21, 2.27, 0.37, 0.35, -0.44, -0.77, 0.34, 0.29, 0.30, 0.10, -0.54, -0.13, -0.72, -0.78, 0.59, -0.42, 1.98, 0.26, -0.60, 0.02, 0.48, -0.96, 1.37, -0.60, -0.54, 1.52, -0.91, -0.30, 0.17, 0.31, -1.04, -1.65, 0.24, 0.55, 0.17, 1.01, 0.14, -0.04, -0.35, 1.15, 0.37, -0.76, -0.13, 0.41, 0.46, -0.66, -0.63, -0.84, 0.34, -0.19, 0.02, 1.09, 0.42, 0.44, -0.55, -0.48, 0.45, 0.44, 0.42, -0.58, 0.56, -0.52, 0.13, 0.24, 0.38, 1.23, -1.18, -0.20, -0.03, -0.72, 0.05, 1.17, 0.44, 0.54, -0.81, -0.02, -0.81, -0.40, -0.77, 0.25, 2.33, 0.38, 0.53, 0.53, -0.83, 0.17, 0.17, -0.58, -1.01, 0.31, 0.43, 0.40, 0.46, 0.39, -0.97, -0.62, 0.16, -0.54, 1.24, -0.75, 0.24, 0.05, -0.81, -0.27, 0.31, 0.21, 0.52, 0.41, -0.36, 0.42, 0.36]
}

=====

6.
{
  "formula": "C4H32N2O12",
  "method": "wB97M-V/def2-TZVPD",
  "e_homo_ev": -8.74,
  "lumo_ha": -0.0005,
  "de_lowest_kcal_mol": 200.0,
  "gap_ev": 8.7,
  "elements": ["O", "H", "C", "H", "H", "O", "O", "C", "O", "H", "H", "H", "H", "O", "H", "H", "H", "H", "H", "H", "O", "H", "N", "H", "H", "O", "O", "H", "H", "H", "O", "O", "O", "H", "H", "H", "H", "O", "C", "H", "H", "H", "H", "H", "N", "H", "H", "H", "H", "C"],
  "coordinates": [[-1.965, -1.673, 2.600], [-0.103, 1.119, 3.850], [-3.145, 2.371, -0.668], [-0.266, 2.461, 3.172], [-2.528, -1.626, 3.366], [0.104, -3.903, 2.278], [1.396, -2.421, -1.936], [-1.432, 2.531, -2.399], [-0.647, 1.560, 3.282], [-2.216, 2.847, -3.065], [-0.115, -3.014, 2.077], [-1.709, -1.654, -1.332], [0.995, -2.353, -1.084], [-3.168, 1.002, -1.057], [-2.464, -3.024, -1.044], [1.694, 0.384, -2.596], [1.706, -1.547, -2.118], [2.473, 0.212, 2.038], [-2.088, 0.501, -2.824], [1.212, 3.071, 1.039], [2.311, -3.452, 1.027], [0.965, -4.095, 1.944], [-0.217, 0.314, -1.664], [1.682, -0.239, 0.990], [-0.466, 0.197, 2.097], [-1.677, -2.516, -1.092], [4.136, -1.615, -1.259], [-1.670, -0.420, 1.336], [-0.563, 0.295, -0.776], [4.971, -1.264, -0.837], [-0.716, -0.214, 1.272], [2.322, -0.666, 1.705], [1.991, 3.043, 1.853], [2.554, 3.766, 1.596], [1.714, -0.268, -0.990], [-4.141, 2.609, -0.944], [0.851, 2.507, -1.429], [1.513, 1.855, -0.956], [1.202, 0.607, -1.689], [3.750, -2.254, -0.640], [-3.759, 0.410, -0.637], [2.032, -2.513, 0.696], [-3.089, 2.143, 0.539], [-0.522, 3.059, -2.518], [-1.876, 2.945, -1.066], [-1.233, -2.303, 2.867], [3.068, -3.266, 1.711], [-1.253, 2.726, -0.322], [-0.479, 0.816, -3.644], [-1.138, 0.951, -2.751]],
  "mulliken_charge": [-0.52, 0.27, -0.38, 0.30, 0.25, -0.71, -0.58, -1.17, -0.64, 0.43, 0.30, 0.28, 0.24, -0.40, 0.23, 0.46, 0.29, 0.34, 0.37, 0.32, -0.72, 0.46, 0.76, 0.19, 0.31, -0.56, -0.59, 0.23, -0.11, 0.29, -0.33, -0.62, -0.60, 0.29, -0.05, 0.36, 0.38, -0.56, -0.92, 0.37, 0.25, 0.28, 0.16, 0.51, -0.23, 0.23, 0.36, 0.31, 0.40, -0.53]
}